## w
C3H6N2S | ωB97M-V with the def2-TZVPD basis set

Structure (XYZ):
```
12
C3H6N2S ωB97M-V with the def2-TZVPD basis set
C 0.96457 0.10920 0.36815
C -0.29608 0.01139 -0.36018
C -0.86875 -1.29155 -0.74702
H 1.18853 2.19597 3.04076
H 1.70537 -0.59754 -0.01936
H -1.05948 0.82662 -0.20446
H -0.35821 -2.23979 -0.49912
H -1.95150 -1.33761 -0.85212
H -0.77835 -0.03817 -2.37265
N 1.34723 0.90816 1.28372
N -0.13646 -0.49676 -1.70733
S 0.24312 1.95007 2.06961
```

- spin multiplicity = 1
- SMILES = S/N=C\[C@@H]1CN1
- Kohn-Sham gap (eV) = 9.7
- M (g mol⁻¹) = 102.2
- net charge = 0


## x
C3H6N2S | ωB97M-V with the def2-TZVPD basis set

Structure (XYZ):
```
12
C3H6N2S ωB97M-V with the def2-TZVPD basis set
C -0.31423 0.84788 0.40585
C -1.17773 -0.36388 0.89550
C 0.25156 -1.09526 -0.67248
H 2.86925 0.51955 -0.87349
H 0.21679 1.28401 1.21926
H -0.98485 1.56108 -0.19341
H -1.11676 -0.59151 1.98073
H -2.23681 -0.18942 0.63324
H 0.80248 -1.69968 -1.42959
N 0.64001 0.22876 -0.52273
N -0.71731 -1.50000 0.07044
S 1.76760 0.99847 -1.51334
```

- spin multiplicity = 1
- SMILES = SN1C=NCC1
- Kohn-Sham gap (eV) = 9.3
- M (g mol⁻¹) = 102.2
- net charge = 0


Relative energies, eV: w 1.046; x 0.000.


## w
C3H6N2S | ωB97M-V with the def2-TZVPD basis set

Structure (XYZ):
```
12
C3H6N2S ωB97M-V with the def2-TZVPD basis set
C -0.22535 -0.01198 -0.15324
C 0.60051 -0.26086 1.02681
C 0.57238 -0.49117 -1.24521
H -2.07886 1.20073 -0.92740
H -1.24525 1.58618 0.76490
H -0.95075 -0.92591 0.12887
H -0.04653 -0.64169 1.81516
H 0.81462 0.77124 1.43404
H 0.31397 0.18575 -2.13119
N -1.00077 1.32495 -0.26168
N 1.53615 -1.25442 -1.11056
S 1.70988 -1.48282 0.65949
```

- spin multiplicity = 1
- Kohn-Sham gap (eV) = 9.0
- M (g mol⁻¹) = 102.2
- net charge = 0


## x
C3H6N2S | ωB97M-V with the def2-TZVPD basis set

Structure (XYZ):
```
12
C3H6N2S ωB97M-V with the def2-TZVPD basis set
C 2.02769 1.22930 0.18893
C 2.15336 -0.21645 -0.17586
C -0.77674 0.07528 -0.28385
H 2.96745 1.57800 0.66436
H 1.16544 1.39153 0.88781
H 1.85471 1.85634 -0.67566
H 3.16716 -0.52621 -0.53311
H -0.46547 -1.59785 0.79425
H -0.26607 0.69015 -1.01835
N 1.31419 -1.16407 -0.10334
N 0.01476 -0.83161 0.29474
S -2.38448 0.25306 0.01035
```

- spin multiplicity = 1
- SMILES = C/C=N\NC=S
- Kohn-Sham gap (eV) = 9.0
- M (g mol⁻¹) = 102.2
- net charge = 0


## y
C3H6N2S | ωB97M-V with the def2-TZVPD basis set

Structure (XYZ):
```
12
C3H6N2S ωB97M-V with the def2-TZVPD basis set
C -1.20428 0.91775 0.70136
C -0.88478 -0.09082 -0.08879
C 0.48094 -0.52555 -0.38209
H -3.36319 1.30259 0.75500
H -2.22134 2.34053 1.93533
H -0.28555 0.87557 1.59532
H -1.59054 -0.57230 -0.98157
H 0.98767 -2.61115 -1.16005
H -0.93214 -2.58585 -0.58958
N -2.25015 1.89991 0.75947
N 0.22769 -1.54914 -1.45371
S 1.95069 -0.18832 0.12015
```

- spin multiplicity = 1
- Kohn-Sham gap (eV) = 7.6
- M (g mol⁻¹) = 102.2
- net charge = 0


## z
C3H6N2S | ωB97M-V with the def2-TZVPD basis set

Structure (XYZ):
```
12
C3H6N2S ωB97M-V with the def2-TZVPD basis set
C -0.84590 -0.46203 0.56674
C 0.52905 -1.01546 0.78156
C 1.51431 -0.06754 0.14456
H -1.82122 -1.81924 1.40603
H 0.59475 -2.03511 0.38430
H 0.64226 -1.10063 1.88607
H 1.86659 0.67485 0.86023
H 2.36681 -0.54666 -0.35476
H -1.70700 1.04669 -0.55769
N -1.99079 -0.95006 0.85389
N -0.78332 0.77652 -0.09619
S 0.64324 0.89156 -1.11783
```

- spin multiplicity = 1
- SMILES = [H]/N=C1\CCSN1
- Kohn-Sham gap (eV) = 8.9
- M (g mol⁻¹) = 102.2
- net charge = 0


Relative energies, eV: w 2.883; x 0.864; y 8.048; z 0.000.


## w
C4H18NO3 | ωB97M-V with the def2-TZVPD basis set

Structure (XYZ):
```
26
C4H18NO3 ωB97M-V with the def2-TZVPD basis set
C -0.85146 0.13930 -1.89609
C -0.49175 -0.55977 -0.59636
C -0.18366 -2.10222 -0.53880
C -1.19681 -2.87765 0.31183
N 0.64365 0.20453 0.13592
H -1.61180 0.88660 -1.68302
H -1.30994 -0.71478 -2.55616
H -0.01275 0.48267 -2.35535
H -1.35926 -0.51005 0.01043
H -0.22860 -2.62022 -1.65952
H 0.84144 -2.27305 -0.19012
H -1.00781 -2.70100 1.44111
H -2.10003 -2.65037 0.09270
H -1.25746 -4.03460 0.26344
H 0.50520 1.21107 0.00899
H 0.55429 0.03806 1.10622
H 1.70919 0.25828 -0.29858
H 2.02218 2.55814 -0.74332
H 2.93570 1.89742 -1.84638
O 2.43150 1.79889 -1.03257
H -2.94536 1.67396 1.81316
H -3.26130 1.98672 0.28176
O -2.57560 1.55576 0.93680
H 2.69811 0.43704 2.88244
H 1.91794 1.77733 2.28636
O 1.86246 0.80374 2.15963
```

- spin multiplicity = 1
- Kohn-Sham gap (eV) = 11.3
- M (g mol⁻¹) = 128.2
- net charge = +1


## x
C4H18NO3 | ωB97M-V with the def2-TZVPD basis set

Structure (XYZ):
```
26
C4H18NO3 ωB97M-V with the def2-TZVPD basis set
C -0.46659 0.52603 0.19676
C 0.37539 -0.19856 1.33366
C 0.10291 -1.67636 1.50326
C 1.27140 -2.50118 1.20142
N -0.31086 -0.26089 -1.07200
H -1.55804 0.41250 0.49166
H -0.18952 1.55803 0.05877
H 1.38118 -0.07168 1.07516
H 0.19307 0.25542 2.33040
H -0.05974 -1.76259 2.58046
H -0.73747 -2.00390 0.89023
H 1.13474 -3.24667 0.41503
H 1.51823 -3.16576 1.93711
H 2.17445 -1.88713 1.12730
H -0.10736 -1.34999 -0.92039
H 0.51844 0.05400 -1.62538
H -1.16074 -0.25039 -1.69649
H -2.26893 0.85166 -3.32211
H -2.57341 1.92882 -2.18132
O -2.30488 1.02592 -2.42265
H -1.49989 2.92702 3.29198
H -0.16409 2.75374 3.74028
O -0.60617 2.67790 2.94498
H 2.17001 -0.49019 -3.90154
H 2.90815 0.10817 -2.70914
O 2.01084 -0.16561 -2.95840
```

- spin multiplicity = 1
- Kohn-Sham gap (eV) = 11.6
- M (g mol⁻¹) = 128.2
- net charge = +1


Relative energies, eV: w 1.600; x 0.000.


## w
C3H5N3 | ωB97M-V with the def2-TZVPD basis set

Structure (XYZ):
```
11
C3H5N3 ωB97M-V with the def2-TZVPD basis set
C -1.80785 0.07381 0.07735
C -0.38416 0.08813 -0.19357
C 1.66101 0.67136 0.02652
H -2.46327 0.89622 -0.34109
H -2.06078 -0.83621 -0.55173
H -2.26715 -0.20800 1.03354
H 2.65795 1.19404 0.08933
H 2.30867 -1.40677 0.05245
N 0.48445 1.21891 -0.09612
N 1.59662 -0.66302 0.02475
N 0.27451 -1.02847 -0.12142
```

- spin multiplicity = 1
- SMILES = Cc1nc[nH]n1
- Kohn-Sham gap (eV) = 10.8
- M (g mol⁻¹) = 83.1
- net charge = 0


## x
C3H5N3 | ωB97M-V with the def2-TZVPD basis set

Structure (XYZ):
```
11
C3H5N3 ωB97M-V with the def2-TZVPD basis set
C 1.72827 -0.09724 -0.04479
N 0.53730 -0.90311 -0.27598
C -0.57892 -0.34263 -0.07224
N -0.73537 1.00638 0.34648
C -1.82625 -1.08675 -0.26726
N -2.88304 -1.54606 -0.38625
H 2.29738 -0.57673 0.75625
H 2.33548 -0.11691 -0.95319
H 1.51936 0.93917 0.23703
H -0.97605 1.61866 -0.42747
H -1.41816 1.10523 1.08742
```

- spin multiplicity = 1
- SMILES = C/N=C(\N)C#N
- Kohn-Sham gap (eV) = 11.0
- M (g mol⁻¹) = 83.1
- net charge = 0


Relative energies, eV: w 0.000; x 0.340.


## w
C3H5N3 | ωB97M-V with the def2-TZVPD basis set

Structure (XYZ):
```
11
C3H5N3 ωB97M-V with the def2-TZVPD basis set
N -1.71066 -0.56825 -0.18702
C -0.40587 -0.05218 -0.03138
C 0.79577 -0.85852 -0.17238
N 1.96233 -0.35531 -0.00603
N 0.95659 1.99873 0.46612
C 0.02453 1.20867 0.26960
H -2.25016 -0.12860 -0.92172
H -2.25286 -0.59874 0.66730
H 0.59473 -1.90565 -0.42785
H 2.70454 -1.03640 -0.13922
H -0.41894 2.29625 0.48258
```

- spin multiplicity = 1
- Kohn-Sham gap (eV) = 7.6
- M (g mol⁻¹) = 83.1
- net charge = 0


## x
C3H5N3 | ωB97M-V with the def2-TZVPD basis set

Structure (XYZ):
```
11
C3H5N3 ωB97M-V with the def2-TZVPD basis set
N 2.07431 -0.18427 0.09890
C 0.96405 0.04507 0.78795
C -0.98539 1.59972 -0.79978
N -1.66168 0.55362 -0.34996
C -1.20824 -0.65688 0.24412
N -0.02034 -0.83599 0.64688
H 2.20491 -0.94595 -0.56046
H 2.85423 0.43965 0.23060
H 0.08116 1.30431 -0.79515
H -2.67366 0.64351 -0.33530
H -1.98016 -1.40621 0.40641
```

- spin multiplicity = 1
- Kohn-Sham gap (alpha / beta) (eV) = 8.7 / 8.7
- M (g mol⁻¹) = 83.1
- net charge = 0


Relative energies, eV: w 0.525; x 0.000.


## w
C3H5N3 | ωB97M-V with the def2-TZVPD basis set

Structure (XYZ):
```
11
C3H5N3 ωB97M-V with the def2-TZVPD basis set
C -1.63938 -0.33117 -0.00719
C -0.17071 -0.08317 0.00657
N 0.70854 -1.05822 0.23479
N 1.87018 -0.43915 0.18778
N 1.84449 0.85443 -0.06180
C 0.54604 1.11053 -0.18609
H -2.05910 -0.43386 0.99760
H -2.14981 0.49766 -0.49753
H -1.86882 -1.25554 -0.53800
H 2.72998 -0.94458 0.33469
H 0.18774 2.09525 -0.45999
```

- spin multiplicity = 1
- SMILES = Cc1cn[nH]n1
- Kohn-Sham gap (eV) = 11.0
- M (g mol⁻¹) = 83.1
- net charge = 0


## x
C3H5N3 | ωB97M-V with the def2-TZVPD basis set

Structure (XYZ):
```
11
C3H5N3 ωB97M-V with the def2-TZVPD basis set
C -0.65958 -0.14734 -0.02584
C 0.60189 -0.82590 0.58107
C 1.83355 -0.39166 -0.08507
H -1.19240 1.73773 -0.45375
H 0.33705 1.45302 -0.08631
H -2.32280 -0.15262 -1.09383
H 0.46110 -1.99139 0.50979
H 0.60766 -0.44167 1.66451
N -0.67805 1.21997 0.36352
N -1.60332 -0.77132 -0.69072
N 2.61491 0.31120 -0.68338
```

- spin multiplicity = 1
- SMILES = [H]/N=C(\N)CC#N
- Kohn-Sham gap (eV) = 11.0
- M (g mol⁻¹) = 83.1
- net charge = 0


Relative energies, eV: w 0.000; x 1.078.